[1]
# C5H6AlO3

A structure of composition C5H6AlO3 (the ωB97M-V functional and the def2-TZVPD basis, OMol25).

Values from the calculation:
- total charge = +1
- energy (eV) = -18010.7508
- spin multiplicity = 1

Element x y z (Å)
O  -1.115469  -2.519282  0.523950
C  -0.809061  -1.344110  0.498994
O  -0.922633  -0.588160  -0.573595
O  -0.329164  -0.684765  1.532079
C  -0.066292  0.680739  1.178300
C  -0.470408  0.759217  -0.303204
C  0.661360  1.114293  -1.246738
C  1.848898  0.326429  -1.221020
Al  -1.108283  -3.630701  1.859327
H  1.001168  0.870753  1.336859
H  -0.668715  1.328406  1.821347
H  -1.330599  1.420067  -0.457990
H  1.082267  2.124553  -1.023177
H  0.591669  0.860062  -2.414887
H  1.635261  -0.717500  -1.510245

Cartesian forces, eV/Å:
O -0.39 -0.19 -1.52
C 0.80 3.99 -1.04
O -0.35 -1.37 0.55
O -0.33 -1.14 0.00
C 0.45 0.88 0.03
C -0.69 0.43 -0.84
C 1.21 0.73 -0.02
C 1.59 -1.31 -1.02
Al -0.09 -2.09 2.04
H -0.29 -0.05 0.04
H 0.14 -0.22 -0.11
H 0.13 -0.24 0.06
H -1.49 -0.09 -0.48
H -0.41 0.98 1.66
H -0.29 -0.32 0.64

[2]
# C8H8N4O4

A cluster of 2 separate species, C8H8N4O4 in total (the ωB97M-V functional and the def2-TZVPD basis, OMol25).

Values from the calculation:
- energy (eV) = -22577.0755
- SMILES string = O=c1cc[nH]c(=O)[nH]1.O=c1cc[nH]c(=O)[nH]1
- spin multiplicity = 1

Element x y z (Å)
O  0.409467  -0.631613  -0.214840
C  1.490473  -0.136880  -0.140268
C  1.844239  1.139711  0.504596
C  3.132337  1.559745  0.559497
N  4.139802  0.833785  -0.051063
C  3.956412  -0.514268  -0.486652
O  4.845034  -1.331229  -0.705818
N  2.630893  -0.862217  -0.606242
H  1.019851  1.641712  1.106238
H  3.381857  2.478126  1.075848
H  5.129586  1.101644  0.060523
H  2.448251  -1.833341  -0.850664
O  -2.931219  2.240063  -0.778426
C  -2.982965  1.073315  -0.440342
C  -3.844241  -0.034920  -1.068516
C  -3.683171  -1.283939  -0.605888
N  -2.544635  -1.630275  0.214371
C  -1.892301  -0.649315  0.946575
O  -1.131635  -0.860700  1.832615
N  -2.067873  0.638551  0.474693
H  -4.655287  0.332895  -1.728462
H  -4.398806  -2.153584  -0.859369
H  -2.784018  -2.535079  0.892068
H  -1.512051  1.417810  0.869526

Cartesian forces, eV/Å:
O -0.69 -0.26 -0.65
C 2.00 0.25 0.32
C -0.71 0.54 0.99
C -1.06 -0.75 -0.48
N 1.07 -0.81 -0.07
C 0.33 -0.45 0.29
O -0.66 1.71 0.20
N -0.58 0.37 0.21
H 1.35 -0.58 -1.11
H 0.31 -0.13 -0.13
H -1.02 -0.24 -0.05
H 0.14 0.34 -0.02
O -0.91 -0.17 -0.05
C 0.20 -0.73 -1.90
C -0.06 1.45 1.01
C 0.03 -1.00 -0.10
N -3.28 -3.10 1.89
C 0.21 0.98 -0.93
O 0.42 -0.80 1.75
N -0.14 0.49 0.58
H 0.67 -0.64 0.54
H 1.53 1.52 0.33
H 1.23 3.14 -2.46
H -0.39 -1.15 -0.18

[3]
# C11H10N6S

The molecule C11H10N6S (the ωB97M-V functional and the def2-TZVPD basis, OMol25).

Values from the calculation:
- energy (eV) = -31342.6174
- SMILES string = Nn1c(Nc2ccccc2)nc2[nH]ncc2c1=S
- spin multiplicity = 1

Element x y z (Å)
N  1.633619  2.563212  -0.192060
N  0.297208  1.947940  -0.579497
C  -0.269885  0.827229  0.183643
N  0.499637  0.439230  1.323694
C  0.855481  -0.982947  1.534356
C  2.196900  -1.429958  1.681424
C  2.478903  -2.775138  1.936777
C  1.401187  -3.718791  1.933323
C  0.101586  -3.276049  1.803397
C  -0.169648  -1.977454  1.562617
N  -1.523181  0.347294  -0.102647
C  -2.065752  0.894932  -1.321064
N  -3.232259  0.530760  -1.881886
N  -3.368984  1.155510  -3.076920
C  -2.416155  1.986556  -3.111728
C  -1.552372  1.843997  -2.088190
C  -0.369815  2.472805  -1.613712
S  0.280112  3.649143  -2.542718
H  1.503683  3.453609  0.251435
H  2.307925  2.617369  -0.966160
H  1.326716  1.042374  1.446411
H  3.047892  -0.611653  1.799619
H  3.481500  -3.021263  2.147364
H  1.535528  -4.744539  2.013739
H  -0.705909  -3.970340  1.910673
H  -1.137751  -1.673330  1.433474
H  -3.906363  -0.114137  -1.442651
H  -2.229802  2.523641  -4.042712

Cartesian forces, eV/Å:
N -1.71 -2.67 0.28
N 1.89 -0.71 2.71
C -1.57 0.46 -0.07
N 0.16 -0.92 -1.43
C -0.58 -0.84 -0.55
C 0.49 2.42 1.03
C -2.55 -0.05 -0.53
C 1.30 2.38 0.00
C 0.75 -0.93 -0.03
C 2.34 2.46 0.19
N 3.10 1.78 -0.82
C -0.37 -2.82 4.06
N -0.09 -1.52 1.15
N -3.19 -1.49 0.66
C 1.04 2.18 -4.49
C 2.89 1.01 2.65
C 0.38 0.83 -2.72
S 0.53 1.32 -0.44
H -0.50 0.41 -0.29
H -1.16 -0.08 0.05
H -0.64 -0.33 -0.45
H -1.79 -1.89 -0.51
H 0.93 -0.62 0.04
H 0.69 -1.67 0.44
H -0.32 -0.34 -0.17
H -2.31 0.83 -0.24
H 0.53 0.58 -0.99
H -0.24 0.21 0.49

[4]
# C19H37ClF2N3O6S2Si

A cluster of 2 separate species, C19H37ClF2N3O6S2Si in total (the ωB97M-V functional and the def2-TZVPD basis, OMol25).

Values from the calculation:
- total charge = +1
- energy (eV) = -84555.7164
- spin multiplicity = 1

Element x y z (Å)
C  -1.667683  1.780256  3.751294
C  -2.552132  0.492077  3.334416
Cl  -2.666553  -0.620581  4.778588
C  -1.860537  -0.220700  2.078712
C  -2.483905  0.234983  0.645167
S  -3.904292  -0.992529  0.501331
O  -4.794743  -0.967240  1.697089
O  -4.731997  -0.771860  -0.718974
F  -3.254614  -2.546515  0.417871
C  -2.838194  1.786612  0.549300
S  -4.032667  2.391575  -0.752698
C  -1.462628  2.438012  0.074861
C  -1.094352  3.961496  0.294438
C  -0.208903  4.605552  -0.870748
C  -0.896737  4.598481  -2.315008
C  -2.432460  4.997069  -2.328389
O  -3.114549  4.603157  -3.300382
O  -3.084840  5.797125  -1.361733
N  -0.793966  1.445129  -0.493661
C  -1.371401  0.052316  -0.528369
C  -0.237473  -1.058792  -0.332518
C  1.145579  -0.466462  0.271153
O  2.059193  -0.026879  -0.758706
Si  3.536092  -0.962791  -0.503460
C  4.269508  -0.615980  1.227310
C  4.889509  -0.462300  -1.785612
C  3.208399  -2.847405  -0.827548
C  -1.922452  -0.302572  -2.011212
C  -0.926528  0.153841  -3.182111
F  -2.272107  -1.699068  -2.128992
H  -0.556074  1.481821  3.741444
H  -1.766041  2.645866  3.018554
H  -1.955472  2.189858  4.781418
H  -3.589893  0.883873  3.067551
H  -2.015669  -1.350992  2.225836
H  -0.743290  -0.033720  2.156363
H  -3.193158  2.353097  1.465035
H  -3.313597  2.338317  -1.952979
H  -2.024698  4.579924  0.562210
H  -0.443959  3.994735  1.247216
H  0.817254  4.086081  -0.912432
H  0.011376  5.687250  -0.573649
H  -0.334495  5.380237  -2.945377
H  -0.723475  3.577909  -2.794526
H  -3.885215  5.268292  -1.119491
H  0.118521  1.763541  -0.877569
H  0.073410  -1.574185  -1.312471
H  -0.644197  -1.910175  0.323864
H  1.591458  -1.339330  0.879059
H  0.984467  0.378051  1.017113
H  3.502437  -0.692249  2.084575
H  5.138477  -1.310706  1.490975
H  4.694220  0.450450  1.287697
H  5.588376  0.265884  -1.257084
H  5.503195  -1.387495  -2.064991
H  4.425036  0.062555  -2.679571
H  3.902204  -3.517719  -0.229759
H  3.208321  -3.065799  -1.944702
H  2.141058  -3.029671  -0.427462
H  -2.909423  0.252815  -2.208017
H  0.151428  0.297527  -2.856094
H  -1.378923  1.092264  -3.665632
H  -1.001811  -0.656171  -3.995297
C  3.246184  -6.278310  1.167369
O  3.788663  -5.184953  1.253708
N  1.898657  -6.432325  1.214056
N  3.944630  -7.430250  1.017735
H  1.434527  -7.319489  1.145199
H  1.345638  -5.599612  1.324698
H  4.947681  -7.356760  0.978943
H  3.519605  -8.336446  0.945075

Cartesian forces, eV/Å:
C 0.35 -0.37 0.23
C 0.52 1.87 -0.46
Cl 0.08 0.67 -1.21
C -0.41 -0.31 0.93
C 1.68 -1.09 0.71
S -6.71 -0.42 -0.93
O 3.75 -0.07 -2.04
O 3.49 -0.63 2.30
F -0.31 3.02 0.24
C 0.93 1.21 -0.55
S 0.42 -0.06 -0.37
C -1.67 -1.86 0.56
C 0.75 -0.54 0.35
C -0.03 0.36 0.04
C 0.65 0.86 1.05
C -2.30 -0.95 -3.21
O 2.21 0.81 3.13
O 1.55 -1.96 -0.26
N 0.36 2.91 0.16
C 0.13 -1.43 -0.88
C 1.04 -0.05 0.74
C -0.59 -1.02 0.70
O 0.20 -1.22 1.22
Si 1.30 -0.61 -1.04
C -0.05 0.62 1.27
C 0.03 0.53 0.44
C -1.28 0.50 0.50
C -1.33 1.25 -1.14
C -0.90 -0.57 -0.19
F 1.10 2.20 0.68
H -1.64 0.45 0.28
H -0.06 -1.11 0.73
H 0.41 -0.76 -1.51
H 1.22 -1.04 0.56
H 0.28 1.67 -0.47
H -1.40 -0.15 -0.38
H 0.30 -1.26 -0.93
H -0.34 -0.15 1.31
H 1.24 -1.20 -0.76
H -0.93 -0.32 -1.28
H -1.53 0.69 -0.03
H -0.39 -1.54 -0.25
H -0.95 -1.24 0.78
H -0.78 1.46 0.39
H 0.45 0.79 -0.53
H -0.46 -1.27 -0.08
H -0.77 1.05 1.32
H 0.58 1.43 -0.85
H -0.65 1.31 -0.76
H 0.07 -0.94 -0.88
H 1.17 -0.01 -1.23
H -1.26 0.77 -0.53
H -0.64 -1.44 -0.21
H -0.77 -0.80 -0.86
H -1.00 1.35 0.17
H 0.80 -0.81 0.87
H -0.84 0.79 -0.88
H 0.10 0.21 1.46
H 1.51 -0.20 -0.66
H 1.36 -1.11 0.50
H -1.30 -0.23 -0.46
H 0.92 -1.19 0.81
H 0.32 1.18 1.30
C 0.25 0.14 0.02
O -0.09 -0.06 0.05
N -0.65 0.24 0.03
N 0.51 -0.28 -0.07
H 0.06 0.05 0.01
H 0.08 -0.17 0.00
H -0.16 -0.04 0.02
H 0.02 0.07 0.01

[5]
# C5H12O2

A cluster of 2 separate species, C5H12O2 in total (the ωB97M-V functional and the def2-TZVPD basis, OMol25).

Values from the calculation:
- energy (eV) = -9473.4282
- SMILES string = CC[C@@H](O)CC=O.[H][H]
- spin multiplicity = 1

Element x y z (Å)
C  2.382393  -0.101261  1.175119
C  1.114674  0.592269  0.689066
C  0.426818  -0.178549  -0.443337
O  0.014037  -1.467941  -0.034720
C  -0.751410  0.606225  -1.042608
C  -1.845912  0.876487  -0.041038
O  -2.108068  0.135835  0.884236
H  2.157813  -1.123483  1.494199
H  3.128855  -0.154527  0.373750
H  2.831006  0.435518  2.017510
H  0.409431  0.704965  1.523358
H  1.349289  1.606732  0.337167
H  1.160708  -0.346516  -1.242471
H  -0.699308  -1.323509  0.608195
H  -1.199851  0.007221  -1.848670
H  -0.419621  1.552059  -1.486935
H  -2.432635  1.808662  -0.176456
H  -3.035890  -1.785589  -1.640326
H  -2.482324  -1.844602  -1.146031

Cartesian forces, eV/Å:
C 0.05 -0.05 0.00
C -0.04 0.06 0.03
C 0.15 0.22 -0.12
O -0.12 -0.03 0.16
C 0.03 -0.01 0.04
C -0.06 -0.19 0.27
O 0.08 0.36 -0.36
H 0.05 0.15 -0.03
H -0.10 -0.01 0.11
H -0.07 -0.09 -0.13
H 0.09 -0.03 -0.13
H -0.02 -0.14 0.02
H -0.10 0.03 0.09
H 0.09 -0.09 -0.08
H 0.04 0.13 0.10
H -0.04 -0.12 0.08
H 0.02 -0.14 -0.03
H 0.03 -0.03 0.05
H -0.07 -0.04 -0.08

[6]
# C13H37O6PdS5

A structure of composition C13H37O6PdS5 (the ωB97M-V functional and the def2-TZVPD basis, OMol25).

Values from the calculation:
- total charge = +1
- energy (eV) = -84006.0897
- spin multiplicity = 3

Element x y z (Å)
Pd  19.379180  -7.109630  -10.336040
C  19.320690  -7.348350  -15.296180
C  18.046310  -7.708830  -14.608640
C  17.548630  -9.190360  -14.866890
O  17.949030  -7.297320  -13.283460
H  19.344820  -6.259590  -15.342110
H  19.428880  -7.810580  -16.277370
H  20.172930  -7.675610  -14.700640
H  17.245550  -7.209340  -15.154000
H  18.265120  -9.895680  -14.445850
H  17.653430  -9.448150  -15.920780
H  16.525840  -9.293040  -14.504310
C  21.105780  -4.794570  -5.559360
S  21.278140  -6.580720  -5.956900
O  20.888840  -6.810870  -7.466990
C  23.119410  -6.904280  -5.872720
H  21.305180  -4.686140  -4.493250
H  20.094810  -4.391390  -5.618430
H  21.727960  -4.175890  -6.206060
H  23.387680  -6.728770  -4.830930
H  23.655420  -6.394930  -6.673570
H  23.269440  -7.950500  -6.139190
C  22.763160  -2.216160  -11.543120
S  22.849050  -3.957220  -10.800860
O  21.478340  -4.595640  -10.924750
C  23.853590  -4.768400  -12.137720
H  22.024200  -1.603330  -11.026900
H  22.266630  -2.423500  -12.491040
H  23.686500  -1.643890  -11.632920
H  23.228780  -4.886960  -13.022970
H  24.285120  -5.719620  -11.826190
H  24.709740  -4.108440  -12.277570
C  17.367260  -12.502860  -10.455720
S  16.798320  -11.080640  -9.365740
O  17.786240  -9.942250  -9.574510
C  15.177510  -10.706930  -10.143450
H  17.591610  -12.196490  -11.477430
H  16.600670  -13.277680  -10.444140
H  18.359320  -12.852910  -10.170480
H  14.561750  -11.604770  -10.090210
H  15.249260  -10.370450  -11.177730
H  14.689090  -9.896900  -9.601790
C  24.101840  -10.492670  -11.785930
S  22.472670  -10.733190  -10.941450
O  21.863640  -9.326340  -10.886830
C  23.151760  -11.106240  -9.288390
H  24.711740  -9.897760  -11.106060
H  24.033760  -9.900400  -12.698450
H  24.732040  -11.351490  -12.016920
H  22.642450  -11.042940  -8.326780
H  24.046650  -10.489300  -9.206860
H  23.571270  -12.112160  -9.273140
C  15.049490  -4.536980  -6.765570
S  15.782270  -6.156980  -7.324340
O  16.990130  -5.811870  -8.154140
C  16.297840  -6.559900  -5.617010
H  15.721170  -3.747800  -6.427710
H  14.372060  -4.710490  -5.929470
H  14.529340  -4.187190  -7.657310
H  15.480960  -6.969310  -5.022700
H  16.827180  -5.733530  -5.142680
H  17.048830  -7.336450  -5.762250

Cartesian forces, eV/Å:
Pd 0.18 -0.14 0.41
C 1.13 0.64 0.69
C -2.92 -2.08 -0.64
C 1.76 0.54 0.52
O 0.83 -0.18 -0.55
H 0.34 -0.03 -0.33
H -0.39 0.16 0.06
H 0.12 -0.04 0.04
H -0.09 1.03 0.00
H -0.32 -0.21 0.72
H -0.55 0.48 -0.24
H 0.23 -0.28 -0.03
C 0.43 -0.04 0.01
S -0.68 -0.72 -2.94
O 0.78 0.68 2.74
C -1.18 0.22 -0.35
H 0.67 -0.04 -0.03
H -0.29 -0.81 -0.57
H 0.22 -0.10 0.21
H 0.45 0.20 -0.27
H -0.05 0.70 0.46
H -0.53 -0.16 0.37
C -1.08 -1.11 -0.37
S -0.22 -0.39 -0.43
O 0.73 0.74 -0.04
C 0.08 0.91 0.64
H 0.15 -0.35 0.61
H 0.41 0.21 -0.39
H 0.15 -0.56 0.02
H 0.09 0.16 0.05
H -0.53 -0.03 0.34
H -0.07 0.12 -0.42
C -0.10 0.89 -0.25
S 1.12 0.06 -0.57
O -1.07 -0.75 -0.16
C 0.39 0.11 -0.37
H -0.69 0.48 -0.15
H 0.19 -0.04 0.12
H -0.32 -0.07 0.92
H 0.08 -0.03 0.09
H 0.33 -0.19 -0.07
H 0.24 -0.14 0.33
C 0.69 0.49 0.62
S -0.73 1.50 0.01
O 0.80 -1.57 -0.02
C 1.85 -0.20 0.09
H -0.12 0.20 0.13
H -0.75 -0.14 0.05
H -0.64 -0.53 0.16
H -1.04 0.46 -0.72
H -0.10 0.32 0.18
H -0.18 -0.31 -0.51
C -0.38 -0.41 -0.74
S 0.34 1.76 0.96
O -0.48 -0.43 0.55
C 1.04 -0.63 -0.64
H 0.66 -0.48 -0.26
H -0.27 -0.26 -0.27
H -0.24 0.19 0.25
H -0.08 0.25 -0.14
H -0.36 0.17 -0.04
H -0.05 -0.24 0.12